Record 1
# CH3NO4P

A 2-piece molecular cluster, CH3NO4P overall at a distorted geometry (ωB97M-V/def2-TZVPD, the OMol25 dataset).

For the highest occupied orbital energy, the calculation gives -3.953 eV. The relative energy (zero: lowest compared OMol25 entry of this formula, charge and spin) is 308.8 kJ/mol. The total energy comes out at -737.0134 Ha. The multiplicity is 1. The total charge is -1. The calculation puts the orbital gap at 7.245 eV.

Element x y z (Å)
1 C 0.14116 -1.31636 0.33615
2 N -0.20977 -0.23780 -0.46547
3 O -0.10075 -2.47789 -0.07920
4 O 0.71441 -1.08979 1.46153
5 O 0.49076 1.40167 1.15098
6 O -0.36628 2.09096 -1.16818
7 P -0.69997 1.22980 0.22450
8 H -1.32378 -1.34315 -1.19795
9 H 0.90008 -0.12412 1.46807
10 H 0.45413 1.86668 -1.73043

=====

Record 2
# C20H30F2O11V

C20H30F2O11V as an isolated structure at a distorted geometry (ωB97M-V/def2-TZVPD, the OMol25 dataset).

For the highest occupied orbital energy (alpha / beta), the calculation gives -9.926 / -6.975 eV. The total energy comes out at -2751.0718 Ha. The multiplicity is 2. As for the expectation value of S²: 0.8068. The calculation puts the orbital gap (alpha / beta) at 7.159 / 2.000 eV.

Element x y z (Å)
1 O -0.34293 -1.22614 -0.46445
2 V 0.64194 -0.62710 0.63376
3 F -0.20729 -2.98689 3.61795
4 F 2.50544 2.15354 -1.23940
5 O -6.41269 -1.18024 -2.67079
6 C -7.11200 -1.95364 -3.24767
7 O -8.31819 -1.64576 -3.58700
8 C -9.02491 -2.79404 -3.97466
9 C -8.02146 -3.89108 -4.31233
10 C -6.89608 -3.48929 -3.35790
11 H -9.60213 -2.59590 -4.87781
12 H -9.67364 -3.16632 -3.18177
13 H -7.75035 -3.94386 -5.36675
14 H -8.45848 -4.85514 -4.05212
15 H -5.89642 -3.82055 -3.63903
16 H -7.06784 -3.91451 -2.36907
17 O 5.66969 -3.09506 -0.68634
18 C 6.86658 -3.18427 -1.08958
19 O 7.41064 -4.26681 -1.72194
20 C 8.82839 -4.09444 -1.92861
21 C 9.35736 -2.90713 -1.15084
22 C 8.06400 -2.17746 -0.84979
23 H 8.88992 -3.99348 -3.01219
24 H 9.38749 -5.01002 -1.73570
25 H 9.97188 -2.24560 -1.76145
26 H 9.86302 -3.28920 -0.26403
27 H 7.94663 -1.31697 -1.50850
28 H 8.16209 -1.97000 0.21578
29 O 1.45937 -0.42561 -10.62889
30 C 1.14986 -0.24040 -9.40866
31 O 2.10716 -0.35508 -8.41207
32 C 1.63470 0.06074 -7.13539
33 C 0.18593 -0.48842 -7.34697
34 C -0.19637 -0.10420 -8.77967
35 H 1.74636 1.13488 -6.98752
36 H 2.13229 -0.44802 -6.30976
37 H -0.42021 0.04732 -6.61643
38 H 0.11833 -1.57200 -7.25017
39 H -0.46706 0.95161 -8.76878
40 H -0.95440 -0.79439 -9.14997
41 O -2.76184 3.28942 3.23985
42 C -3.49642 4.01183 3.89919
43 O -3.42394 4.04811 5.28694
44 C -4.26936 5.00870 5.90666
45 C -5.24740 5.31959 4.80788
46 C -4.63435 4.88629 3.49606
47 H -3.64208 5.84112 6.22554
48 H -4.77668 4.56371 6.76264
49 H -5.41024 6.39735 4.80751
50 H -6.24007 4.90266 4.97782
51 H -4.21171 5.76409 3.00724
52 H -5.20207 4.34227 2.74118
53 O 3.15596 1.25736 5.69145
54 C 3.18536 1.50585 6.87929
55 O 3.78987 2.60032 7.32281
56 C 3.70845 2.75428 8.74683
57 C 2.55590 1.84570 9.09418
58 C 2.54433 0.76809 8.04793
59 H 3.35197 3.78412 8.76791
60 H 4.64208 2.61983 9.29303
61 H 1.70208 2.52294 9.07324
62 H 2.68756 1.42496 10.09104
63 H 1.55547 0.34496 7.87129
64 H 3.16053 -0.08259 8.33901

=====

Record 3
# C4H12NS

An isolated ion of composition C4H12NS and charge +1 at a distorted geometry (ωB97M-V/def2-TZVPD, the OMol25 dataset).

For the highest occupied orbital energy, the calculation gives -13.698 eV. The relative energy (zero: lowest compared OMol25 entry of this formula, charge and spin) is 228.9 kJ/mol. The total energy comes out at -612.2175 Ha. The multiplicity is 1. Its structure (SMILES) is C[N+](C)(C)CS. The total charge is +1. The calculation puts the orbital gap at 10.373 eV.

Element x y z (Å)
1 C 0.35901 -1.53528 0.09774
2 N 0.23148 -0.12187 -0.13995
3 C -0.03679 0.45389 -1.38284
4 C 1.51562 0.49415 0.39348
5 C -0.94318 0.36335 0.81657
6 S -2.70611 -0.31923 0.11076
7 H 0.33735 -1.79467 1.16324
8 H -0.46681 -2.07000 -0.43537
9 H 1.32866 -1.92302 -0.39073
10 H 0.19402 1.59535 -1.26855
11 H 0.72415 0.07094 -2.14876
12 H -1.06396 0.32693 -1.81147
13 H 1.43229 1.61929 0.46218
14 H 1.70769 0.09553 1.48500
15 H 2.44768 0.33566 -0.22379
16 H -0.84948 0.21924 1.92597
17 H -1.09244 1.41855 0.52829
18 H -3.11919 0.77119 0.81825

=====

Record 4
# C3H9N2

An isolated ion of composition C3H9N2 and charge +1 at a distorted geometry (ωB97M-V/def2-TZVPD, the OMol25 dataset).

For the highest occupied orbital energy, the calculation gives -14.450 eV. The relative energy (zero: lowest compared OMol25 entry of this formula, charge and spin) is 312.5 kJ/mol. The total energy comes out at -228.8678 Ha. The multiplicity is 1. Its structure (SMILES) is C[NH+]1CNC1. The total charge is +1. The calculation puts the orbital gap at 11.072 eV.

Element x y z (Å)
1 C -0.96167 -1.02841 -1.09736
2 N -0.02937 -0.57259 -0.08506
3 C -0.44945 0.40382 1.09300
4 N 0.77315 1.18030 1.02186
5 C 1.13185 0.70053 -0.23215
6 H -1.13044 -0.02709 -1.59855
7 H -0.40777 -1.66206 -1.85887
8 H -1.75901 -1.53539 -0.71536
9 H 0.63138 -1.34227 0.20703
10 H -0.50620 -0.13169 2.19797
11 H -1.35382 1.00408 0.80979
12 H 1.32010 1.20787 1.87883
13 H 0.61428 1.26691 -0.99320
14 H 2.12696 0.53596 -0.62791

=====

Record 5
# C59H49N6O4PSSiTi

C59H49N6O4PSSiTi as an isolated structure at a distorted geometry (ωB97M-V/def2-TZVPD, the OMol25 dataset).

For the highest occupied orbital energy (alpha / beta), the calculation gives -9.734 / -10.126 eV. The relative energy (zero: lowest compared OMol25 entry of this formula, charge and spin) is 83.6 kJ/mol. The total energy comes out at -4785.8020 Ha. The multiplicity is 2. As for the expectation value of S²: 0.7543. The total charge is +1. The calculation puts the orbital gap (alpha / beta) at 6.877 / 7.200 eV.

Element x y z (Å)
1 Ti 0.72635 0.48089 -0.22276
2 C -1.11336 1.66479 -2.45094
3 N 0.03805 0.76490 -2.37656
4 C -0.19833 -0.46491 -3.12748
5 C -1.15710 -1.34079 -2.39528
6 N -2.09248 -0.90804 -1.59539
7 C -2.75562 -2.03927 -1.16660
8 C -3.85869 -2.18119 -0.33481
9 C -4.32779 -3.45824 -0.10656
10 C -3.72890 -4.57823 -0.68519
11 C -2.63314 -4.46136 -1.51573
12 C -2.16758 -3.18070 -1.75583
13 N -1.15695 -2.69295 -2.55077
14 C -1.78039 1.75623 -1.11685
15 N -1.18471 1.39956 -0.00398
16 C -1.99484 1.83287 1.02543
17 C -1.82343 1.78415 2.40404
18 C -2.79050 2.38087 3.18549
19 C -3.89205 3.03409 2.62585
20 C -4.07475 3.10346 1.25858
21 C -3.12006 2.48063 0.47068
22 N -2.94899 2.40310 -0.89460
23 H -1.83327 1.30932 -3.19996
24 H -0.79049 2.67680 -2.74187
25 H 0.86165 1.22147 -2.76932
26 H 0.74287 -1.00468 -3.22964
27 H -0.59002 -0.24406 -4.13860
28 H -4.32455 -1.32145 0.11918
29 H -5.18031 -3.60555 0.54058
30 H -4.13107 -5.55795 -0.47919
31 H -2.15872 -5.32652 -1.95211
32 H -0.45790 -3.22508 -3.04450
33 H -0.96466 1.29481 2.83504
34 H -2.68947 2.34659 4.25886
35 H -4.60594 3.50578 3.28204
36 H -4.90833 3.63070 0.82055
37 H -3.61424 2.69918 -1.59186
38 O -0.34733 -3.09086 0.92439
39 S 0.41716 -1.89331 0.78264
40 O 0.68645 -1.50761 -0.61841
41 O -0.15945 -0.66935 1.38598
42 C 2.00247 -2.12039 1.58301
43 C 2.50908 -3.40429 1.66772
44 C 3.68808 -3.63894 2.35462
45 C 4.32255 -2.58998 3.00667
46 C 3.81741 -1.30620 2.91593
47 C 2.67478 -1.04864 2.15524
48 P 2.04572 0.66539 1.99754
49 C 1.73991 0.82956 3.81447
50 C 2.60213 1.50938 4.66896
51 C 2.36839 1.51594 6.03474
52 C 1.26415 0.86570 6.55868
53 C 0.40491 0.18088 5.71569
54 C 0.65091 0.14756 4.35526
55 C 3.53181 1.70730 1.74504
56 C 3.29004 3.07991 1.82215
57 C 4.30801 3.98770 1.60568
58 C 5.57555 3.53781 1.26833
59 C 5.81556 2.17879 1.15117
60 C 4.79843 1.26478 1.38332
61 H 1.95288 -4.20226 1.20648
62 H 4.09421 -4.63639 2.40682
63 H 5.20395 -2.78175 3.59783
64 H 4.29373 -0.49193 3.44249
65 H 3.46057 2.02807 4.26815
66 H 3.06092 2.02283 6.69101
67 H 1.07252 0.89399 7.61934
68 H -0.44996 -0.33678 6.12396
69 H 0.00541 -0.42269 3.70102
70 H 2.29145 3.42387 2.06645
71 H 4.11478 5.04517 1.69469
72 H 6.37611 4.24210 1.09997
73 H 6.79739 1.81832 0.87107
74 H 5.00069 0.20907 1.27581
75 N 1.10051 2.39603 -0.34844
76 C 0.84575 3.54272 -0.41960
77 C 0.52332 4.87601 -0.57002
78 C -0.11232 5.60619 0.46050
79 C -0.41901 6.93402 0.26681
80 C -0.12386 7.56541 -0.93730
81 C 0.49927 6.85628 -1.95808
82 C 0.82293 5.53056 -1.78782
83 H -0.34317 5.10930 1.39230
84 H -0.89529 7.49347 1.05890
85 H -0.37635 8.60352 -1.07880
86 H 0.72570 7.34652 -2.89288
87 H 1.32147 4.97177 -2.56387
88 O 2.42735 0.25955 -0.83496
89 Si 3.53131 0.08890 -1.98745
90 C 2.96008 -1.17825 -3.31163
91 C 2.93691 -0.96273 -4.68895
92 C 2.49808 -1.94605 -5.56170
93 C 2.07556 -3.17189 -5.07451
94 C 2.12027 -3.41675 -3.70997
95 C 2.56583 -2.43400 -2.84426
96 C 5.12567 -0.75208 -1.39333
97 C 6.37279 -0.54859 -1.97631
98 C 7.45781 -1.33828 -1.63558
99 C 7.31471 -2.35987 -0.71155
100 C 6.08390 -2.57193 -0.11503
101 C 5.00938 -1.77459 -0.45760
102 C 3.81877 1.84391 -2.67458
103 C 2.97377 2.46806 -3.58875
104 C 3.13605 3.80171 -3.92890
105 C 4.15764 4.54468 -3.35839
106 C 5.03123 3.93204 -2.47685
107 C 4.85240 2.60381 -2.13493
108 H 3.27812 -0.01522 -5.08162
109 H 2.49184 -1.75659 -6.62535
110 H 1.72746 -3.93646 -5.75325
111 H 1.82142 -4.38103 -3.32161
112 H 2.59066 -2.62947 -1.78178
113 H 6.48960 0.22993 -2.71637
114 H 8.41317 -1.17173 -2.11251
115 H 8.15502 -2.99288 -0.46951
116 H 5.95536 -3.37090 0.59921
117 H 4.04540 -1.94615 -0.00716
118 H 2.18860 1.89819 -4.07647
119 H 2.47376 4.26271 -4.65118
120 H 4.27147 5.59141 -3.60042
121 H 5.85681 4.48420 -2.05320
122 H 5.52702 2.14632 -1.42780